Run P
C5H8O in the gas phase. Source: the OMol25 dataset; level of theory: wB97M-V/def2-TZVPD.

Positions of all 14 atoms, in Å:
O1 1.29237 1.56606 -0.70110
C1 0.68177 0.28890 -0.66958
C2 0.99346 -0.52484 0.61921
C3 -0.35651 -0.95481 1.13148
C4 -1.35193 -0.52347 0.36045
C5 -0.86460 0.34523 -0.76855
H1 0.67350 2.21132 -0.34178
H2 1.09866 -0.23664 -1.53460
H3 1.62451 -1.39549 0.39797
H4 1.55151 0.09215 1.33463
H5 -0.48570 -1.55402 2.02967
H6 -2.40696 -0.72889 0.52343
H7 -1.21634 1.37938 -0.62918
H8 -1.23375 0.03509 -1.75204

## Properties
- SMILES = OC1CC=CC1
- HOMO (eV) = -9.34
- LUMO level (eV) = 1.07

***

Run Q
A molecular structure, C5H8O. Source: the OMol25 dataset; level of theory: wB97M-V/def2-TZVPD.

Positions of all 14 atoms, in Å:
C1 -1.98533 0.69024 -0.06927
C2 -2.55225 -0.40573 0.42231
C3 1.98258 0.59905 -0.49576
C4 1.51641 -0.82564 -0.65976
O1 1.35517 -0.88674 0.79535
C5 1.76558 0.42695 0.80707
H1 -2.02295 0.92803 -1.12990
H2 -1.46277 1.39911 0.56845
H3 -2.51913 -0.63953 1.48350
H4 -3.07861 -1.11354 -0.21400
H5 0.53468 -0.97817 -1.11643
H6 2.23819 -1.56462 -1.01906
H7 1.80727 0.99881 1.72665
H8 2.42117 1.37178 -1.09916

## Properties
- HOMO (eV) = -8.91
- LUMO level (eV) = 1.16

***

Run R
A molecular structure, C5H8O. Source: the OMol25 dataset; level of theory: wB97M-V/def2-TZVPD.

Positions of all 14 atoms, in Å:
C1 1.46512 -0.26346 0.64852
C2 0.87764 0.30692 -0.55478
C3 -0.63938 0.09724 -0.87052
C4 -1.24886 -0.81937 0.19372
O1 -1.14650 0.27769 1.14751
C5 -1.04452 1.12364 0.06725
H1 1.36473 -1.32267 0.85699
H2 2.06592 0.32371 1.33646
H3 1.78783 -0.46435 -0.75090
H4 1.26287 1.26967 -0.88793
H5 -0.90902 0.04025 -1.92532
H6 -0.70565 -1.70225 0.52865
H7 -2.30179 -1.04308 0.00255
H8 -0.82840 2.17607 0.20780

## Properties
- HOMO (spin up / spin down) (eV) = -6.63 / -6.78
- LUMO level (spin up / spin down) (eV) = 1.03 / 1.00

***

run P (57.0 kcal/mol below the next structure)

***

Run P
A molecular structure, C5H8O. Source: the OMol25 dataset; level of theory: wB97M-V/def2-TZVPD.

Positions of all 14 atoms, in Å:
C1 -0.81187 -0.85683 1.03583
C2 0.28991 0.29137 1.02174
C3 1.31550 0.12319 -0.05403
O1 0.89571 -0.70108 -1.09166
C4 -0.02985 0.23051 -1.63902
C5 -1.05691 0.47463 0.52880
H1 -0.48101 -1.63122 0.33699
H2 -1.32536 -1.23891 1.92319
H3 0.64210 0.78280 1.92790
H4 2.35834 -0.06950 0.23656
H5 0.58826 1.12641 -0.84583
H6 -1.00651 -0.20728 -1.85772
H7 0.38918 0.66235 -2.55964
H8 -1.81531 1.14434 0.93702

## Properties
- HOMO (spin up / spin down) (eV) = -7.76 / -7.80
- LUMO level (spin up / spin down) (eV) = 0.14 / 0.11

***

Run Q
A molecular structure, C5H8O. Source: the OMol25 dataset; level of theory: wB97M-V/def2-TZVPD.

Positions of all 14 atoms, in Å:
C1 -1.71907 -0.63120 0.22237
C2 -0.72093 0.39219 -0.28181
O1 -0.22653 1.23926 0.78874
C3 1.08439 0.97517 0.35515
C4 1.55706 -0.42706 0.52017
C5 0.72628 0.09971 -0.75194
H1 -2.55963 -0.11791 0.70681
H2 -1.27131 -1.30201 0.96071
H3 -2.11860 -1.21652 -0.61204
H4 -1.17798 1.02655 -1.04983
H5 1.80614 1.77502 0.24703
H6 2.62161 -0.53264 0.32826
H7 0.91068 -1.25928 0.32148
H8 1.08788 -0.02128 -1.75511

## Properties
- HOMO (eV) = -8.90
- LUMO level (eV) = 1.10

***

Run R
C5H8O in the gas phase. Source: the OMol25 dataset; level of theory: wB97M-V/def2-TZVPD.

Positions of all 14 atoms, in Å:
C1 0.63929 1.30210 -0.93108
C2 0.66338 -0.03515 -1.03276
C3 -0.09481 -0.79411 0.03936
C4 -1.58365 -0.49195 0.24349
C5 0.86216 -0.17772 1.08491
O1 0.90536 0.99234 1.39307
H1 -0.21663 1.84800 -0.54038
H2 1.52632 1.90467 -1.09945
H3 1.50342 -0.54636 -1.50209
H4 0.06105 -1.88214 0.00016
H5 -1.74164 0.55705 0.50422
H6 -2.00946 -1.10046 1.05143
H7 -2.14848 -0.71281 -0.66968
H8 1.63369 -0.86345 1.45879

## Properties
- SMILES = C=C[C@H](C)C=O
- HOMO (eV) = -8.96
- LUMO level (eV) = 0.38

***

run R (28.0 kcal/mol below the next structure)

***

Run P
2 unconnected molecules or ions with the total composition C5H14. Source: the OMol25 dataset; level of theory: wB97M-V/def2-TZVPD.

Positions of all 19 atoms, in Å:
C1 1.65685 1.76440 0.32884
C2 0.90137 0.45784 0.49019
C3 0.41598 0.32532 1.95156
H1 2.32491 2.06452 1.13982
H2 2.26352 1.77438 -0.57914
H3 0.99264 2.62871 0.21994
H4 -0.01052 0.46677 -0.09883
H5 1.55830 -0.38999 0.29983
H6 -0.19102 1.19828 2.19007
H7 -0.17791 -0.57534 2.10604
H8 1.27841 0.23403 2.61255
C4 -1.29823 -1.92940 -0.99874
C5 -1.44338 -0.55330 -1.66509
H9 -1.64888 -1.93901 0.03379
H10 -1.83688 -2.70921 -1.53036
H11 -0.23105 -2.15127 -0.98056
H12 -2.38725 -0.08428 -1.37289
H13 -1.55190 -0.67491 -2.74375
H14 -0.61496 0.09245 -1.40326

## Properties
- SMILES = CCC.CC
- HOMO (eV) = -11.16
- LUMO level (eV) = 1.15

***

Run Q
2 unconnected molecules or ions with the total composition C5H14. Source: the OMol25 dataset; level of theory: wB97M-V/def2-TZVPD.

Positions of all 19 atoms, in Å:
C1 -3.35730 0.62994 0.50974
C2 -1.99787 0.76470 1.07958
C3 -0.91382 -0.06162 0.29352
H1 -3.83876 -0.34891 0.65045
H2 -4.11672 1.24180 1.02236
H3 -3.56737 0.82983 -0.54313
H4 -1.60912 1.78530 1.06032
H5 -1.88854 0.44121 2.11676
H6 -0.85958 -1.09866 0.61125
H7 -1.16966 0.07752 -0.75261
H8 0.06151 0.33759 0.58139
C4 2.47608 -1.21962 -0.91017
C5 3.31634 0.04080 -0.75132
H9 2.79611 -1.94812 -1.64504
H10 2.26073 -1.58956 0.09693
H11 1.47413 -0.90999 -1.21580
H12 2.82431 0.90315 -0.31997
H13 4.25587 -0.18128 -0.21314
H14 3.85366 0.30592 -1.67113

## Properties
- SMILES = CCC.CC
- HOMO (eV) = -11.12
- LUMO level (eV) = 1.11

***

run P (4.9 kcal/mol below the next structure)

***

Run P
2 unconnected molecules or ions with the total composition C5H14. Source: the OMol25 dataset; level of theory: wB97M-V/def2-TZVPD.

Positions of all 19 atoms, in Å:
C1 0.31347 -1.52649 -1.75641
C2 -0.65246 -0.57875 -1.04669
C3 -2.08458 -0.68039 -1.60274
H1 0.28885 -1.45764 -2.84374
H2 0.01474 -2.54787 -1.53783
H3 1.32619 -1.37770 -1.47106
H4 -0.74315 -0.80092 0.02153
H5 -0.38821 0.48907 -1.08600
H6 -2.44184 -1.72101 -1.75009
H7 -2.81326 -0.17386 -0.98359
H8 -2.19666 -0.39269 -2.66432
C4 0.85437 0.86714 2.57213
C5 1.55651 1.74954 1.54972
H9 0.59941 -0.13120 2.26275
H10 1.39309 0.72800 3.50624
H11 -0.03926 1.38761 2.98035
H12 2.13071 1.27673 0.76511
H13 2.05084 2.54513 2.10425
H14 0.83123 2.34531 0.98041

## Properties
- SMILES = CCC.CC
- HOMO (eV) = -11.21
- LUMO level (eV) = 1.10

***

Run Q
2 unconnected molecules or ions with the total composition C5H14. Source: the OMol25 dataset; level of theory: wB97M-V/def2-TZVPD.

Positions of all 19 atoms, in Å:
C1 -1.92869 0.33034 2.52740
C2 -1.88642 0.88964 1.02124
C3 -0.42697 0.71539 0.58081
H1 -2.84073 0.41428 3.07852
H2 -1.21018 0.84448 3.14794
H3 -1.79546 -0.67638 2.59218
H4 -2.47378 0.12975 0.51622
H5 -2.30340 1.82163 1.06527
H6 -0.24780 -0.30682 0.02927
H7 -0.16398 1.57595 0.10860
H8 0.26130 0.80836 1.51581
C4 1.48459 -0.30137 -2.45357
C5 2.28269 -1.24250 -1.53471
H9 2.19942 0.46420 -2.78162
H10 1.19918 -0.89262 -3.42027
H11 0.57682 0.20226 -2.12859
H12 3.14845 -1.67860 -2.00059
H13 1.75154 -2.19377 -1.44384
H14 2.37341 -0.90421 -0.42005

## Properties
- SMILES = CCC.CC
- HOMO (eV) = -11.01
- LUMO level (eV) = 1.15

***

Run R
2 unconnected molecules or ions with the total composition C5H14. Source: the OMol25 dataset; level of theory: wB97M-V/def2-TZVPD.

Positions of all 19 atoms, in Å:
C1 -1.07923 -0.88823 0.85212
C2 -2.21583 -0.84488 -0.19197
C3 -3.15657 0.35431 -0.06579
H1 -1.35571 -0.66500 1.87436
H2 -0.21742 -0.31311 0.49551
H3 -0.78328 -1.96239 0.92432
H4 -1.73146 -0.93870 -1.17158
H5 -2.76588 -1.82939 -0.07080
H6 -2.58006 1.13203 0.46237
H7 -3.38613 0.75616 -1.06031
H8 -4.03438 0.17011 0.53388
C4 3.06797 0.58184 0.42597
C5 3.10481 0.74181 -1.05894
H9 2.31517 -0.09865 0.87394
H10 3.96812 0.09589 0.81832
H11 3.27566 1.52000 0.98291
H12 2.05682 0.73760 -1.41698
H13 3.47462 1.68595 -1.41569
H14 3.42808 -0.14689 -1.57886

## Properties
- SMILES = CCC.CC
- HOMO (eV) = -11.03
- LUMO level (eV) = 1.09

***

Run S
2 unconnected molecules or ions with the total composition C5H14. Source: the OMol25 dataset; level of theory: wB97M-V/def2-TZVPD.

Positions of all 19 atoms, in Å:
C1 -1.52917 1.81021 -0.73805
C2 -0.10605 2.01200 -0.21755
C3 0.17162 1.54651 1.22169
H1 -1.85702 2.72528 -1.22432
H2 -1.60452 0.96680 -1.42352
H3 -2.24153 1.61321 0.07240
H4 0.19994 3.05425 -0.30605
H5 0.63859 1.51355 -0.84924
H6 -0.64887 1.84525 1.87420
H7 1.08211 2.00211 1.59453
H8 0.21536 0.45588 1.26695
C4 1.04422 -2.52068 -0.84637
C5 0.34550 -2.37851 0.51316
H9 2.11604 -2.61083 -0.69028
H10 0.75575 -3.44702 -1.34622
H11 0.82491 -1.69990 -1.52216
H12 -0.52777 -1.71799 0.45179
H13 0.99732 -1.83305 1.19566
H14 0.12356 -3.33707 0.97338

## Properties
- SMILES = CCC.CC
- HOMO (eV) = -11.24
- LUMO level (eV) = 1.14

***

run S (4.1 kcal/mol below the next structure)

***

Run P
2 unconnected molecules or ions with the total composition C5H14. Source: the OMol25 dataset; level of theory: wB97M-V/def2-TZVPD.

Positions of all 19 atoms, in Å:
C1 1.21274 -0.30381 0.72868
C2 1.29686 0.43804 2.06570
C3 0.15407 1.49494 2.15884
H1 2.18207 -0.69247 0.41762
H2 1.08340 0.46725 -0.03823
H3 0.41419 -1.03111 0.74860
H4 1.14870 -0.25084 2.89716
H5 2.24904 0.95181 2.14262
H6 -0.65536 1.19922 1.49520
H7 -0.19432 1.58797 3.19221
H8 0.53872 2.49580 1.98382
C4 -1.29852 -0.17259 -2.83118
C5 -1.22023 -1.41214 -1.88773
H9 -1.31066 0.75298 -2.25302
H10 -0.41528 -0.17294 -3.46941
H11 -2.20176 -0.23585 -3.44284
H12 -0.47078 -2.07879 -2.32420
H13 -2.14344 -1.97960 -1.89625
H14 -0.93534 -1.14948 -0.87173

## Properties
- SMILES = CCC.CC
- HOMO (eV) = -11.37
- LUMO level (eV) = 1.17

***

Run Q
2 unconnected molecules or ions with the total composition C5H14. Source: the OMol25 dataset; level of theory: wB97M-V/def2-TZVPD.

Positions of all 19 atoms, in Å:
C1 -0.61501 2.53904 -0.15551
C2 0.77700 1.87793 -0.16547
C3 1.10461 1.37580 -1.57995
H1 -1.27144 1.93086 -0.76825
H2 -0.52363 3.55007 -0.54119
H3 -1.01133 2.63933 0.85834
H4 1.58886 2.49400 0.21218
H5 0.78565 1.07662 0.58015
H6 1.31049 2.21793 -2.23424
H7 1.93751 0.67280 -1.54038
H8 0.24744 0.85030 -2.00296
C4 -1.30528 -2.48713 0.89733
C5 0.17612 -2.82433 0.89693
H9 -1.90552 -3.27838 0.45339
H10 -1.65201 -2.41541 1.92298
H11 -1.48376 -1.57908 0.31903
H12 0.72007 -2.22761 1.63808
H13 0.73110 -2.57533 -0.01540
H14 0.38912 -3.83743 1.22494

## Properties
- SMILES = CCC.CC
- HOMO (eV) = -11.34
- LUMO level (eV) = 1.08

***

run Q (5.1 kcal/mol below the next structure)

***

Run P
2 unconnected molecules or ions with the total composition C5H14. Source: the OMol25 dataset; level of theory: wB97M-V/def2-TZVPD.

Positions of all 19 atoms, in Å:
C1 -0.28732 0.08365 1.99847
C2 0.82928 0.45769 1.05327
C3 2.18571 0.19631 1.67919
H1 -0.51595 0.90634 2.69125
H2 -1.27280 -0.20125 1.61918
H3 -0.02265 -0.67733 2.73732
H4 0.78355 -0.10256 0.13919
H5 0.78030 1.49747 0.73598
H6 2.35398 -0.87839 1.75106
H7 2.98534 0.68290 1.11258
H8 2.29911 0.62710 2.67096
C4 -1.97010 -0.02576 -2.35252
C5 -0.59095 -0.67941 -2.16968
H9 -1.85314 1.01081 -2.01782
H10 -2.26389 0.02895 -3.39623
H11 -2.71556 -0.46371 -1.70315
H12 0.15456 -0.11076 -2.73377
H13 -0.48184 -1.63231 -2.68726
H14 -0.39764 -0.71975 -1.12802

## Properties
- SMILES = CCC.CC
- HOMO (eV) = -11.21
- LUMO level (eV) = 1.12

***

Run Q
2 unconnected molecules or ions with the total composition C5H14. Source: the OMol25 dataset; level of theory: wB97M-V/def2-TZVPD.

Positions of all 19 atoms, in Å:
C1 -1.02420 -1.15027 -1.79100
C2 -0.09792 -0.20682 -2.59369
C3 -0.13458 1.20977 -1.93748
H1 -2.05564 -1.12827 -2.12002
H2 -0.97535 -0.90066 -0.72790
H3 -0.68478 -2.18276 -1.86439
H4 0.90227 -0.62693 -2.59932
H5 -0.51074 -0.18626 -3.59589
H6 -1.01256 1.41806 -1.36318
H7 0.63379 0.99784 -1.18647
H8 0.09250 1.95299 -2.69028
C4 1.36428 -0.08108 2.66894
C5 -0.10306 0.24746 2.95220
H9 1.88745 0.41519 3.48430
H10 1.59055 -1.14132 2.56876
H11 1.65159 0.33249 1.70506
H12 -0.80647 -0.15318 2.21515
H13 -0.49217 -0.14626 3.88685
H14 -0.22496 1.33002 2.98836

## Properties
- SMILES = CCC.CC
- HOMO (eV) = -11.14
- LUMO level (eV) = 1.07

***

run P (2.7 kcal/mol below the next structure)